No. 1
139
Properties=species:S:1:pos:R:3 method="wB97M-V/def2-TZVPD" orbital_gap_ev=4.52 total_charge=-1 total_energy_ev=-191625.8417 lumo_energy_ev=-0.352 spin_multiplicity=1
Nb 7.65 -4.84 0.08
Br 7.28 -3.43 -2.16
Cl 8.80 -1.67 0.14
P -9.40 8.15 -3.70
P -5.23 2.53 -6.23
P -2.55 -0.72 0.56
P 8.23 -4.71 7.19
O -10.42 7.98 -2.40
O -1.67 0.73 0.72
O -3.72 2.55 -6.92
O 7.74 -6.01 6.29
O -4.95 0.89 -5.87
O -10.25 9.15 -4.48
O -2.30 -1.03 2.16
O 7.24 -4.93 8.50
O -8.25 7.27 -2.80
O -5.68 3.91 -6.71
O -3.24 -2.03 0.16
O 9.36 -5.72 7.99
O 7.41 -3.62 6.50
O -4.78 2.92 -4.68
O -3.93 0.20 0.70
O -9.79 6.77 -4.51
O 6.16 -3.64 0.96
C -5.54 -0.07 -6.77
C -2.35 1.83 -1.38
C -5.11 -0.15 -0.01
C 6.38 -3.88 8.94
C 8.29 -6.18 4.98
C -6.05 -0.97 0.86
C -6.43 1.79 -3.29
C 4.98 -4.04 8.36
C 0.13 -1.22 2.32
C 9.91 -4.26 9.88
C -7.25 8.04 -2.11
C 9.20 -3.33 0.81
C 9.73 -6.64 5.04
C -12.71 8.72 -2.67
C -9.19 6.54 -5.78
C 10.41 -5.05 8.69
C -7.83 8.89 -0.99
C 3.55 -5.19 0.19
C 10.71 -3.74 0.58
C -4.92 -0.02 -8.16
C -3.45 3.36 -8.06
C -7.73 6.16 -5.65
C -1.21 1.33 -0.50
C -1.22 -1.90 2.51
C 3.07 -2.71 -0.02
C 3.15 -3.89 1.03
C -2.84 4.69 -7.64
C -11.35 9.00 -2.06
C 11.61 -2.82 1.54
C 5.55 -4.25 2.12
C 4.38 -2.04 2.49
C -5.80 3.11 -3.70
C 4.09 -3.60 2.27
H -6.87 -1.37 0.27
H -5.29 -0.84 -8.77
H 3.47 -1.47 2.81
H 11.31 -1.75 1.34
H 9.31 -3.40 9.56
H 8.20 -5.25 4.42
H -9.31 7.42 -6.42
H 4.09 -2.41 -0.40
H -12.65 8.48 -3.73
H 6.33 -3.93 10.03
H 5.01 -4.21 7.28
H 0.33 -1.05 1.26
H -5.18 0.92 -8.66
H 11.23 -3.04 2.58
H 4.49 -4.91 8.81
H -3.41 5.17 -6.84
H -5.32 3.57 -2.83
H -7.32 5.86 -6.62
H -0.59 0.61 -1.05
H 3.64 -4.01 3.22
H 10.38 -5.86 5.45
H 12.71 -2.99 1.41
H -2.93 1.00 -1.78
H -8.46 9.69 -1.40
H -1.96 2.41 -2.22
H 10.96 -4.40 8.00
H 10.95 -3.59 -0.51
H -5.37 -1.06 -6.33
H 2.09 -4.05 1.41
H 3.97 -6.01 0.82
H -7.14 7.01 -5.29
H -0.57 2.17 -0.22
H -6.72 8.67 -2.84
H -5.67 1.06 -3.01
H 7.69 -6.94 4.48
H 5.53 -5.38 2.11
H -4.87 -0.67 -0.93
H -13.37 9.58 -2.55
H -5.53 -1.79 1.35
H -7.11 1.94 -2.45
H 2.67 -5.55 -0.42
H 6.35 -6.02 -0.46
H 5.17 -2.01 3.31
H 2.63 -1.78 0.46
H 9.07 -3.24 1.94
H 0.93 -1.85 2.72
H -6.53 7.33 -1.70
H -11.43 9.02 -0.97
H -7.01 1.36 -4.11
H -6.55 3.80 -4.07
H -9.74 5.71 -6.25
H -2.79 5.37 -8.49
H -1.28 -2.82 1.93
H 6.80 -2.90 8.69
H 9.84 -7.51 5.69
H -10.97 9.98 -2.37
H -6.46 -0.34 1.66
H 4.34 -4.88 -0.55
H -4.36 3.51 -8.65
H -2.74 2.82 -8.69
H 10.91 -4.82 0.87
H 10.74 -3.88 10.48
H -3.03 2.46 -0.81
H -1.83 4.54 -7.26
H -5.61 0.78 -0.30
H -3.83 -0.07 -8.10
H 2.38 -3.02 -0.86
H -1.35 -2.16 3.56
H 11.10 -5.82 9.03
H -13.17 7.86 -2.18
H 9.27 -4.87 10.52
H 8.85 -5.83 -0.84
H -7.04 9.35 -0.41
H 10.10 -6.89 4.04
H -7.59 5.35 -4.94
H 6.14 -3.93 3.04
H 4.38 -3.16 8.56
H 0.15 -0.25 2.82
H 7.80 -5.88 1.58
H -6.62 0.10 -6.82
H -8.46 8.29 -0.34
H 4.86 -1.57 1.60


No. 2
151
Properties=species:S:1:pos:R:3 method="wB97M-V/def2-TZVPD" smiles="CCOP(=O)(OCC)OCC.CCOP(=O)(OCC)OCC.CCOP(=O)(OCC)OCC.CCOP(=O)(OCC)OCC.CCOP(=O)(OCC)OCC.C[N+](=O)[O-].C[N+](=O)[O-].C[N+](=O)[O-]" orbital_gap_ev=10.79 total_charge=0 total_energy_ev=-139737.2309 lumo_energy_ev=0.622 e_above_lowest_kj_mol=162.0 spin_multiplicity=1
P -4.19 1.95 -3.48
P -4.50 -1.30 3.03
P 2.50 4.18 -0.97
P 6.02 -2.23 1.67
P 0.26 -3.35 0.97
O 0.61 0.67 -2.68
O 0.89 -2.74 2.26
O 4.87 -1.36 1.23
O -5.82 -2.00 3.63
O 2.79 3.09 3.22
O 6.92 -1.50 2.71
O 1.49 -3.94 0.15
O 1.13 4.65 -0.27
O 2.95 2.81 -0.62
O -4.65 0.17 3.66
O -0.87 -2.54 0.39
O 5.73 -3.65 2.28
O -4.05 0.51 -3.20
O -0.34 -4.74 1.46
O 4.80 2.68 2.70
O 2.92 -1.70 -2.54
O -1.31 1.31 -2.14
O -3.17 2.34 -4.60
O -4.81 -1.03 1.51
O -4.00 3.05 -2.32
O -3.23 -1.94 3.39
O 2.42 -0.67 -0.75
O -5.58 2.50 -4.01
O 3.54 5.29 -0.67
O 2.25 4.52 -2.51
O 7.02 -2.57 0.48
N -0.55 0.43 -2.44
N 3.61 2.44 2.65
N 3.08 -0.79 -1.72
C -5.80 3.70 -0.85
C 0.46 -1.46 2.80
C 1.24 -4.33 -1.20
C 2.23 -5.41 -1.55
C -2.00 3.95 -6.09
C 1.35 4.40 -4.64
C 6.66 -4.44 -1.01
C -7.01 -1.30 3.76
C -4.63 2.66 -0.98
C 6.48 -3.00 -0.82
C -0.12 -1.74 4.24
C -5.33 -1.73 -0.73
C 4.28 -5.36 3.23
C -7.32 1.16 -5.07
C 6.95 -0.05 2.65
C 5.78 3.98 -0.90
C -2.55 -5.61 1.02
C -3.35 1.75 2.20
C -0.46 4.99 1.49
C 4.62 -3.85 3.21
C 3.18 1.17 1.91
C 4.34 0.02 -1.85
C -3.55 1.16 3.54
C 0.65 4.11 0.98
C -4.61 -2.14 0.54
C 4.84 4.89 -0.04
C 1.45 3.67 -3.34
C -6.12 1.99 -5.28
C -8.14 -2.17 4.39
C -1.63 -4.86 2.03
C -0.94 -1.00 -2.44
C -2.85 3.70 -4.83
C 6.93 0.48 4.07
H 1.46 -3.46 -1.77
H 7.25 1.53 4.00
H -3.83 2.81 -0.28
H 0.30 3.05 0.91
H -2.68 0.57 3.79
H -4.97 -2.33 -1.60
H 5.22 -5.91 3.35
H 6.93 -2.36 -1.56
H 7.62 -0.05 4.75
H 3.77 -3.26 2.86
H 1.96 -5.97 -2.43
H -4.98 1.62 -1.05
H 6.54 -4.79 -1.99
H -4.24 2.31 1.84
H 5.87 4.35 -1.95
H 3.12 -4.96 -1.96
H -3.92 1.82 4.30
H -2.35 2.22 2.20
H 4.67 4.28 0.82
H -0.74 4.79 2.51
H 5.98 0.36 4.60
H 5.45 -2.63 -0.82
H 1.99 2.74 -3.44
H 7.69 -4.78 -0.72
H -0.23 -0.74 4.69
H -1.06 -2.26 4.20
H -1.66 4.96 -6.07
H -6.32 2.89 -5.87
H 1.43 4.02 1.71
H 2.28 1.36 1.34
H -6.40 -1.80 -0.71
H -2.32 4.06 -3.99
H -0.18 -1.58 -2.94
H -7.79 -2.67 5.35
H 4.98 -3.41 4.23
H -9.02 -1.55 4.59
H 0.21 -4.65 -1.34
H 0.55 -2.42 4.79
H 5.33 5.89 0.17
H 0.81 3.88 -5.37
H -2.08 -6.52 0.73
H -8.03 1.09 -5.90
H 4.96 -0.29 -1.05
H -3.35 -6.01 1.57
H -3.54 -2.31 0.44
H -3.70 4.32 -4.87
H 3.98 0.90 1.32
H 1.35 -0.87 2.78
H -0.35 -1.15 2.11
H 5.42 2.90 -0.92
H 3.81 -5.67 2.32
H -1.19 3.22 -6.19
H -0.18 6.01 1.40
H -5.13 -0.70 -1.02
H 6.78 3.94 -0.46
H -8.36 -2.90 3.62
H -1.37 4.91 0.87
H 3.01 0.40 2.72
H -4.90 -3.13 0.99
H -1.02 -1.31 -1.41
H -1.51 -5.32 2.96
H 4.09 1.07 -1.68
H 5.94 -5.03 -0.43
H 7.92 0.25 2.18
H -6.42 3.36 -0.06
H -6.83 -0.43 4.39
H -2.61 3.83 -7.02
H -3.16 0.90 1.45
H -6.33 3.75 -1.79
H -7.93 1.53 -4.22
H 4.66 -0.10 -2.88
H -7.35 -0.94 2.76
H -2.89 -4.96 0.17
H -2.10 -3.84 2.21
H 3.59 -5.57 3.98
H -5.47 4.65 -0.51
H 2.35 4.62 -5.00
H 2.46 -6.16 -0.83
H -7.10 0.09 -4.78
H -1.90 -1.04 -2.96
H 0.86 5.28 -4.37
H 6.15 0.38 2.02
H 0.44 3.62 -2.91
H -5.38 1.42 -5.73


No. 3
134
Properties=species:S:1:pos:R:3 method="wB97M-V/def2-TZVPD" smiles=COCCOC.COCCOC.COCCOC.COCCOC.COCCOC.COCCOC.COCCOC.COCCOC.CO orbital_gap_ev=9.63 total_charge=0 total_energy_ev=-70377.4914 lumo_energy_ev=0.634 e_above_lowest_kj_mol=346.0 spin_multiplicity=1
O -2.53 -0.40 3.35
O 2.65 2.88 2.10
O 4.57 -1.04 -1.37
O -2.53 3.87 -0.37
O -4.09 1.31 -0.64
O 1.10 -4.50 4.26
O -5.51 -3.76 -5.79
O 6.60 2.51 2.53
O -0.35 0.33 -0.24
O 2.17 -2.60 2.26
O -1.43 -3.73 0.75
O 6.80 2.71 -0.09
O 1.52 0.61 -2.44
O -4.13 2.14 4.58
O -0.53 -4.31 -2.65
O 2.45 4.24 -0.54
O -3.61 -2.66 -3.96
C 2.39 5.47 -1.27
C -2.55 -1.85 -4.29
C 6.85 2.74 3.88
C 3.31 -1.08 -2.05
C 1.60 -2.26 3.47
C 3.00 0.31 -2.54
C 6.62 1.67 -1.05
C 1.41 4.12 0.39
C -0.11 -0.58 0.87
C 1.40 -5.35 3.22
C -3.61 0.45 2.93
C -3.06 1.85 -1.44
C -3.10 5.08 0.07
C -6.26 -4.30 -6.88
C 5.59 3.03 0.53
C 1.15 1.94 -2.91
C 3.32 -1.81 1.85
C -4.92 -2.18 -4.16
C -5.44 -2.38 -5.61
C 2.18 3.24 3.43
C -0.89 -5.02 -3.79
C -2.78 -3.50 0.93
C -1.56 0.35 4.05
C -3.96 -0.11 -0.58
C 5.68 -1.50 -2.09
C -0.91 -3.45 -0.50
C -3.21 3.34 -1.53
C -4.70 2.30 5.89
C 1.58 2.77 1.17
C 5.92 3.61 1.89
C -1.27 -4.51 -1.52
C -4.52 0.87 4.04
C 0.54 -3.27 3.80
H -2.08 1.67 -0.97
H 1.50 4.04 3.36
H 1.09 -1.28 3.37
H -6.53 -2.05 -5.67
H -2.04 0.85 4.90
H 3.22 -1.81 -2.96
H 2.25 -5.98 3.34
H -5.56 1.02 3.68
H -2.48 -1.88 -5.36
H -2.73 3.79 -2.44
H -6.25 -5.35 -6.82
H -0.11 -2.96 4.64
H -0.78 -6.08 -3.60
H -0.77 -0.31 4.40
H -3.87 -0.62 -1.61
H -4.23 1.63 6.62
H -3.13 -0.39 0.04
H 0.24 0.11 -1.04
H 2.55 -1.31 -1.30
H -2.46 -4.52 -1.69
H -4.92 -1.12 -3.83
H -0.02 -0.06 1.86
H 1.71 2.37 3.88
H -2.91 5.88 -0.69
H -5.78 2.32 5.83
H -4.18 5.09 0.20
H -1.09 -1.06 0.94
H 0.70 2.40 1.64
H -1.25 -2.45 -0.83
H 7.00 1.80 4.38
H 6.61 0.70 -0.50
H 2.27 6.36 -0.66
H -1.63 -2.27 -3.92
H -2.76 -0.81 -3.91
H 0.44 4.17 0.01
H 5.07 3.75 -0.10
H 3.01 3.59 4.00
H 3.20 0.46 -3.64
H -1.09 -5.48 -1.06
H -4.56 0.12 4.83
H -4.18 -0.16 2.31
H -4.41 3.27 6.22
H 5.60 1.77 -1.51
H 0.56 -6.00 3.02
H 0.75 -1.32 0.70
H -2.66 5.48 0.99
H 7.43 1.70 -1.81
H -7.33 -4.04 -6.76
H -3.04 1.39 -2.44
H 0.14 2.11 -2.62
H 1.80 2.69 -2.50
H -3.04 -3.32 2.01
H 4.92 2.13 0.70
H 1.92 1.92 0.62
H 5.67 -2.57 -2.39
H -3.34 -4.34 0.49
H 3.23 5.44 -1.95
H 5.74 -1.00 -3.08
H 1.61 4.91 1.08
H -3.10 -2.64 0.38
H 2.92 -0.83 1.80
H -4.24 3.69 -1.53
H -5.59 -2.80 -3.60
H 6.61 -1.29 -1.60
H -5.90 -3.98 -7.83
H 1.45 5.38 -1.86
H 4.14 -1.98 2.48
H 3.60 1.01 -1.93
H 5.03 3.91 2.45
H 6.57 4.47 1.78
H -4.83 -1.76 -6.35
H -1.12 1.18 3.43
H 6.08 3.31 4.43
H -0.12 -3.45 2.92
H 3.60 -2.11 0.88
H -3.23 1.23 2.29
H 1.68 -4.86 2.28
H 0.19 -3.47 -0.43
H 1.12 2.01 -3.98
H -1.86 -4.80 -4.16
H -0.15 -4.76 -4.56
H -4.84 -0.56 -0.03
H 2.35 -2.12 4.33
H 7.80 3.28 4.05